The following is a DFT calculation (ωB97M-V/def2-TZVPD) of a molecular structure, C33H35Cl5O5PS4SiTi in a non-equilibrium geometry.

Atoms and positions in Å:
H  2.234  1.832  -3.944
C  0.942  -3.458  -0.067
C  -5.882  -2.152  0.765
P  -2.629  -1.260  -1.596
H  -6.464  1.315  -4.925
C  -2.002  -3.209  -3.472
C  -4.301  -1.073  2.207
S  1.957  -1.784  1.907
O  -1.463  0.870  0.671
C  -5.048  1.495  -3.323
Ti  0.403  0.154  0.162
C  -2.469  -2.980  -2.177
H  -1.878  -2.378  -4.158
S  -1.842  -0.294  1.554
H  -3.571  1.378  -1.776
H  2.271  3.000  -2.619
O  1.129  1.142  1.511
C  1.144  2.243  2.271
H  4.304  -1.907  2.397
C  3.663  -1.206  1.861
S  3.189  0.142  -0.528
O  -0.769  -1.264  1.107
Si  0.040  1.829  -2.796
H  -2.967  -3.910  -0.301
C  1.225  3.139  4.522
O  0.381  0.868  -1.435
C  1.166  3.537  1.770
S  0.814  -2.095  -1.246
C  -4.547  -1.207  -3.727
C  -2.604  -4.062  -1.311
H  -4.368  -2.263  -3.886
O  -1.856  -0.006  2.945
H  -5.276  -2.426  -1.267
C  -5.733  0.803  -4.313
H  -0.063  -0.308  -4.027
H  -1.667  2.837  -1.334
C  -3.850  -0.518  -2.739
H  -1.342  -4.654  -4.906
H  4.377  -1.886  -0.073
C  1.642  2.570  -3.397
C  3.103  -0.740  -2.098
H  -0.036  -3.472  0.411
H  5.213  -0.484  0.564
H  -5.245  2.546  -3.157
H  -0.294  1.070  -5.104
H  -6.236  -1.723  2.840
H  3.035  -3.408  0.511
C  1.217  2.055  3.655
H  -0.774  4.089  -2.192
C  1.174  4.633  2.632
C  -1.826  -5.565  -3.022
H  2.531  -0.073  -2.742
C  -3.743  -1.456  -0.138
H  4.102  -0.826  -2.526
H  -6.015  -1.088  -5.282
H  3.071  -2.827  -1.499
C  -3.415  -0.977  1.135
C  -2.284  -5.347  -1.732
C  -1.690  -4.492  -3.894
H  2.316  -2.498  -3.046
Cl  1.278  2.880  6.215
C  -4.993  -2.048  -0.292
Cl  1.174  5.782  5.073
H  1.407  3.367  -4.108
C  1.188  4.437  4.011
C  -5.542  -1.656  2.014
C  -0.555  0.665  -4.124
H  -6.846  -2.620  0.612
H  3.639  -0.283  2.443
C  -1.221  3.099  -2.293
C  2.448  -2.113  -2.034
C  2.051  -3.334  0.971
H  -2.406  -6.180  -1.051
H  -4.015  -0.690  3.174
C  -4.106  0.838  -2.548
H  -1.587  -6.568  -3.353
H  1.965  -4.169  1.667
C  -5.480  -0.545  -4.514
H  -2.018  3.160  -3.036
H  1.043  -4.386  -0.632
Cl  1.295  0.444  4.248
Cl  1.234  3.766  0.071
Cl  1.172  6.223  1.990
C  4.234  -0.953  0.470
H  -1.636  0.506  -4.102

net charge: +1
2S+1: 1

The following is a DFT calculation (ωB97M-V/def2-TZVPD) of 14 unconnected molecules or ions with the total composition C48H134N10O18 in a non-equilibrium geometry.

Atoms and positions in Å:
H  1.281  18.761  2.417
H  2.848  13.833  15.372
H  13.628  24.331  19.974
O  13.557  8.596  10.319
H  3.421  14.093  10.450
C  2.179  13.487  14.585
H  14.496  15.889  4.817
C  14.384  15.135  5.597
H  18.159  19.210  8.033
C  17.149  20.807  9.121
C  8.557  29.011  8.979
N  11.008  13.362  2.639
H  14.527  15.417  11.270
H  12.403  16.899  19.778
H  18.826  21.495  17.971
H  18.034  19.054  9.795
H  17.048  21.467  8.260
H  9.605  29.266  9.139
H  8.935  12.735  17.799
O  13.160  17.004  11.290
H  22.150  20.520  21.062
C  10.990  12.582  4.927
H  11.784  11.840  4.844
H  11.018  23.210  19.480
H  10.087  24.515  17.033
C  16.420  13.311  19.400
H  17.403  20.622  17.651
H  3.755  15.872  12.111
H  15.907  9.224  9.366
O  20.482  15.102  12.921
H  5.604  21.765  11.566
C  15.417  9.993  9.963
H  20.523  19.241  19.331
H  17.713  14.438  20.625
H  8.808  26.188  9.265
H  5.481  23.388  12.181
H  12.349  25.875  8.953
H  12.057  25.044  20.447
C  8.467  27.832  7.972
H  1.955  12.504  11.939
H  17.726  20.348  21.247
C  17.796  13.523  20.038
C  10.449  15.845  18.233
N  1.534  14.554  9.857
H  2.815  17.673  3.781
H  1.001  23.667  5.321
H  18.353  10.942  23.352
C  2.527  14.452  10.961
H  6.506  22.024  4.809
H  4.330  15.038  3.764
H  11.539  12.513  2.503
N  9.682  23.590  17.059
H  11.030  18.094  10.970
H  16.491  12.422  18.774
H  11.085  24.816  8.387
H  10.048  16.857  18.194
C  11.336  13.741  4.024
C  20.462  13.687  12.666
O  2.895  23.310  12.538
H  11.690  16.402  21.213
H  15.609  13.116  20.102
C  9.616  16.827  10.266
H  10.927  25.670  9.996
H  3.453  22.355  10.818
C  12.086  16.261  10.742
N  0.696  17.999  2.106
H  12.500  22.569  18.677
H  15.736  19.482  9.646
O  21.834  13.330  10.669
H  17.100  10.471  22.221
H  16.740  11.211  23.753
H  18.444  14.383  18.288
H  10.808  17.654  20.284
C  2.860  23.484  4.361
H  12.102  23.674  15.924
H  1.377  23.672  3.092
C  11.700  22.671  16.071
H  13.253  25.940  19.420
H  4.011  21.773  4.121
H  10.501  21.693  17.515
H  21.224  13.183  13.261
H  12.015  18.520  8.911
H  9.010  28.200  7.101
H  21.173  15.394  12.322
H  11.009  12.978  5.942
H  3.098  21.321  12.219
H  4.937  23.260  3.642
H  7.971  28.757  9.862
H  9.510  15.852  9.791
H  8.588  14.276  15.882
H  15.604  10.942  9.461
O  2.778  13.754  13.273
H  13.543  15.537  12.707
H  13.476  13.617  3.664
N  2.300  23.263  3.064
H  17.419  21.380  10.008
H  0.720  15.105  10.090
C  12.806  24.974  19.658
H  10.709  14.561  4.374
H  4.686  16.291  4.888
H  -0.870  16.097  2.342
C  12.757  14.254  4.180
H  19.273  12.535  21.437
H  11.360  15.916  17.638
H  8.030  29.873  8.569
C  4.257  22.807  4.363
H  2.062  16.344  11.865
H  12.569  22.023  16.180
H  10.090  12.942  2.618
H  12.822  15.142  3.552
H  11.683  17.030  8.417
O  4.783  22.800  5.638
H  6.529  22.115  6.579
C  18.231  19.749  8.978
H  18.392  21.519  20.522
C  0.908  16.984  3.179
C  11.417  16.752  20.218
H  9.436  15.681  15.819
H  -0.212  18.366  2.352
O  2.627  15.797  4.632
N  7.107  27.561  7.651
C  9.633  13.500  18.139
C  11.628  23.214  18.576
C  11.270  25.723  8.963
H  15.767  9.334  11.821
C  2.920  15.848  11.411
H  0.481  17.445  4.070
O  17.345  12.492  22.111
C  9.464  14.904  17.636
N  18.782  13.819  19.055
O  13.077  14.739  5.489
H  1.888  15.108  9.090
H  6.194  22.206  13.907
H  9.165  16.785  11.258
H  18.967  19.917  17.214
H  18.231  11.458  20.579
H  8.941  17.524  9.768
N  9.418  14.749  16.209
H  20.199  19.584  8.987
C  1.993  13.578  12.125
O  12.084  24.571  18.447
H  3.041  24.545  4.531
H  1.287  21.982  4.990
C  17.416  11.264  22.899
O  10.569  26.855  8.370
O  5.517  21.662  13.497
H  6.686  27.492  8.567
H  7.066  26.588  7.383
O  10.710  15.686  19.627
H  9.665  13.411  19.225
C  18.432  20.478  17.980
H  13.445  10.615  10.624
C  4.028  15.436  4.733
O  20.357  21.097  20.215
H  22.201  20.510  19.368
H  22.173  22.028  20.206
H  12.454  15.603  9.955
O  15.821  20.277  9.115
H  2.832  23.872  2.459
C  3.595  22.234  11.892
H  11.073  22.464  15.204
N  11.297  17.810  8.931
H  19.561  13.353  13.181
C  9.199  26.584  8.327
C  5.087  22.379  12.303
H  19.073  12.948  18.634
H  14.863  16.652  12.482
H  9.332  23.543  18.005
H  5.520  20.941  5.666
C  21.728  21.034  20.198
H  2.935  23.168  13.486
H  8.520  15.228  18.076
H  1.269  14.074  14.705
H  17.960  18.919  19.272
H  4.068  14.744  5.575
H  19.760  19.347  20.917
N  17.738  20.773  20.331
H  10.624  13.165  17.834
C  20.505  13.251  11.202
H  8.916  25.740  7.698
C  19.826  19.819  19.937
H  13.456  10.158  8.951
H  14.722  15.662  6.489
H  -0.086  15.072  3.573
H  3.289  16.391  10.542
C  18.258  12.440  21.051
C  2.369  16.701  3.568
H  10.045  12.075  4.734
H  16.209  14.210  18.821
H  20.113  12.255  10.991
H  15.063  14.292  5.467
C  1.784  22.912  5.265
C  0.084  15.736  2.726
H  19.881  13.969  10.670
C  10.794  22.730  17.350
C  13.877  9.901  9.923
O  19.548  20.284  8.906
H  21.933  12.610  10.042
H  2.800  16.412  2.610
C  11.052  17.290  10.234
H  0.460  15.063  1.955
C  14.065  16.128  11.955
C  18.395  19.911  19.404
C  5.891  21.966  5.707
H  1.867  12.457  14.757
H  13.590  8.078  9.511
H  2.144  22.762  6.283
O  15.977  10.117  11.306
H  11.613  15.757  11.585
H  0.988  13.975  12.266

2S+1: 1

The following is a DFT calculation (ωB97M-V/def2-TZVPD) of a molecular structure, C50H37CdClN11O4PS3 in a non-equilibrium geometry.

Atoms and positions in Å:
H  -13.154  -19.433  4.775
H  -10.055  -10.904  0.618
C  -11.657  -20.874  -3.565
N  -13.817  -17.639  1.273
C  -11.538  -12.650  0.939
C  -12.146  -14.254  4.495
N  -12.910  -16.306  3.525
C  -17.777  -16.620  2.579
O  -11.476  -11.409  0.788
C  -13.280  -14.676  -2.046
C  -11.114  -19.827  6.756
H  -14.129  -17.896  -0.769
H  -10.294  -21.513  7.765
C  -8.833  -15.915  3.260
O  -9.070  -10.723  0.435
H  -12.004  -10.538  4.439
C  -6.571  -17.403  -0.246
H  -7.553  -16.570  6.316
C  -8.728  -18.468  -0.256
N  -16.311  -16.018  -0.657
H  -8.393  -16.417  -0.786
H  -11.301  -15.993  6.466
H  -10.177  -18.362  -5.281
C  -10.698  -20.521  7.873
C  -16.373  -15.734  0.706
C  -11.717  -18.573  6.903
H  -15.514  -19.953  -0.408
H  -10.961  -20.261  5.770
H  -14.977  -19.680  3.625
C  -14.305  -18.294  0.244
H  -17.042  -16.039  3.132
C  -8.337  -18.012  5.008
H  -13.665  -11.778  3.016
H  -10.514  -14.097  5.870
Cd  -12.919  -15.447  1.188
N  -14.148  -15.230  -1.209
C  -6.781  -19.710  0.262
Cl  -6.566  -14.215  2.020
C  -8.928  -12.944  1.235
C  -7.945  -17.339  -0.478
C  -17.264  -16.981  -0.994
C  -10.337  -18.483  -3.162
C  -14.915  -14.618  -3.784
H  -17.363  -17.258  -2.021
S  -15.485  -14.602  1.546
C  -11.449  -20.400  -2.270
C  -14.773  -19.307  2.632
H  -12.249  -21.780  -3.669
N  -12.997  -13.619  3.676
C  -10.505  -18.957  -4.446
C  -8.967  -18.227  3.790
O  -12.572  -13.351  0.771
N  -15.344  -19.920  1.607
C  -13.203  -17.605  3.605
H  -8.755  -20.530  0.281
C  -5.989  -18.595  0.133
C  -15.847  -15.150  -2.888
H  -12.297  -14.492  -1.644
C  -11.210  -13.557  5.242
C  -7.995  -16.721  5.360
N  -17.380  -16.558  1.182
C  -8.235  -15.676  4.494
H  -6.292  -20.665  0.505
H  -11.873  -20.912  -1.425
S  -11.135  -16.537  -0.598
H  -18.733  -18.007  0.322
N  -11.182  -12.221  5.229
H  -12.237  -17.092  8.392
C  -11.267  -18.816  9.267
H  -11.261  -18.436  10.293
O  -7.138  -11.804  0.189
C  -11.829  -16.445  5.652
C  -13.950  -18.207  2.461
C  -10.288  -13.349  1.393
C  -12.286  -15.725  4.555
H  -12.900  -13.802  -3.954
H  -11.376  -20.484  -5.677
N  -9.114  -14.826  2.387
C  -9.213  -17.193  2.901
H  -9.803  -17.537  -2.985
C  -11.172  -20.160  -4.648
H  -16.881  -15.245  -3.124
C  -15.413  -15.433  -1.601
C  -10.799  -19.207  -2.066
C  -8.294  -11.772  0.552
C  -12.152  -17.787  5.720
C  -15.081  -19.431  0.413
C  -17.931  -17.290  0.143
H  -7.903  -14.663  4.754
N  -10.381  -14.458  2.091
H  -8.172  -18.861  5.628
H  -9.739  -17.366  1.978
C  -8.227  -13.939  1.853
C  -13.615  -14.349  -3.343
N  -10.759  -20.039  9.105
C  -12.859  -18.405  4.700
H  -5.955  -16.515  -0.338
H  -18.739  -16.152  2.741
H  -15.204  -14.351  -4.806
H  -17.781  -17.672  2.907
P  -10.524  -18.454  -0.416
H  -4.916  -18.651  0.319
S  -11.295  -19.641  0.989
C  -8.146  -19.654  0.106
H  -9.275  -19.216  3.512
C  -12.050  -11.605  4.467
C  -11.764  -18.061  8.202
C  -12.966  -12.300  3.679

2S+1: 1

The following is a DFT calculation (ωB97M-V/def2-TZVPD) of a molecular structure, C14H14ClKN4O5S.

Atoms and positions in Å:
H  -0.272  1.113  5.304
H  1.200  0.307  5.066
K  0.333  -0.031  -0.521
H  -1.391  -3.152  5.846
C  -1.873  -4.242  2.187
O  0.049  -2.520  -1.609
N  0.238  0.411  4.784
H  -1.990  -4.553  1.155
H  -1.735  -5.564  5.313
C  -2.556  2.915  0.245
N  -1.130  1.438  1.672
H  -4.845  5.381  -0.413
O  1.648  -3.591  -2.983
C  -1.729  -4.820  4.526
C  -2.024  2.334  1.470
H  -1.515  -2.254  0.562
O  1.833  -1.291  -2.466
C  0.138  0.620  3.392
H  -1.364  -1.024  1.727
N  -1.747  -1.930  1.489
O  -1.347  1.619  -1.345
C  -1.524  -2.516  3.823
C  -3.764  4.242  -1.910
C  -3.504  3.927  0.436
H  -4.227  4.747  -2.754
S  1.445  0.004  2.454
H  -2.473  2.771  2.372
Cl  0.918  -2.375  -2.760
N  -0.950  1.231  3.041
H  -3.762  4.185  1.460
C  -1.542  -3.471  4.821
C  -1.698  -2.885  2.482
H  -1.349  -1.475  4.068
C  -1.889  -5.190  3.199
C  -2.841  3.253  -2.150
O  0.138  -2.052  -3.919
C  -2.183  2.531  -1.100
H  -2.021  -6.233  2.935
H  -2.581  2.977  -3.166
C  -4.116  4.603  -0.606

net charge: -2
2S+1: 1

Calculated values (eV) of LUMO energy for the records, taken in order: -3.39; 0.04; -0.85; 4.65.
Calculated values (eV) of highest occupied orbital energy for the records, taken in order: -10.79; -9.23; -7.98; -1.38.